{
  "formula": "C17H18ClN3O",
  "method": "wB97M-V/def2-TZVPD",
  "species": ["H", "N", "C", "N", "C", "C", "C", "C", "Cl", "C", "C", "C", "C", "C", "C", "N", "C", "O", "C", "C", "C", "C", "C", "H", "H", "H", "H", "H", "H", "H", "H", "H", "H", "H", "H", "H", "H", "H", "H", "H"],
  "positions_angstrom": [[1.228, -2.280, 0.804], [0.419, -2.025, 1.361], [-0.195, -0.948, 1.044], [-1.309, -0.551, 1.777], [-2.061, -1.245, 2.709], [-3.448, -1.036, 2.816], [-4.202, -1.818, 3.735], [-3.613, -2.835, 4.475], [-4.533, -3.887, 5.544], [-2.264, -3.048, 4.349], [-1.524, -2.276, 3.488], [0.386, -0.146, -0.016], [1.764, -0.142, -0.285], [2.254, 0.571, -1.356], [1.359, 1.349, -2.110], [0.008, 1.310, -1.888], [-0.485, 0.621, -0.857], [-1.858, 0.648, -0.635], [-2.681, 1.424, -1.534], [1.845, 2.234, -3.255], [3.337, 2.510, -3.228], [4.033, 1.201, -2.981], [3.711, 0.555, -1.625], [-1.732, 0.289, 1.377], [-3.958, -0.301, 2.227], [-5.309, -1.652, 3.782], [-1.794, -3.869, 4.884], [-0.468, -2.439, 3.531], [2.473, -0.705, 0.316], [-2.558, 2.490, -1.211], [-2.390, 1.336, -2.585], [-3.736, 1.147, -1.425], [1.273, 3.139, -3.240], [1.579, 1.685, -4.163], [3.567, 3.259, -2.450], [3.696, 2.921, -4.154], [3.757, 0.477, -3.786], [5.117, 1.389, -2.957], [4.066, -0.474, -1.605], [4.248, 1.125, -0.872]],
  "forces_ev_per_angstrom": [[-0.35, 0.42, -0.23], [-0.48, -0.77, 0.87], [1.10, -2.08, 1.66], [0.52, 1.80, -1.41], [-0.82, -1.23, 0.16], [0.13, -1.12, 1.38], [-0.88, 0.69, -0.80], [-0.61, 0.19, -0.10], [0.06, 0.44, -0.34], [-0.01, -0.46, 0.09], [0.79, 0.45, 0.37], [-1.37, 1.61, -0.89], [-1.48, 0.00, -0.03], [-0.79, 0.80, -0.12], [-0.72, -0.50, 0.42], [0.66, 0.13, 0.46], [1.03, 0.48, -1.01], [0.96, -0.48, -0.48], [0.51, 1.34, 0.33], [-0.42, -0.75, 0.23], [-0.48, -0.09, 0.80], [1.06, -0.86, 0.19], [0.24, 0.64, -0.91], [-0.06, -0.61, 0.37], [-0.12, 0.30, -0.25], [1.20, -0.18, 0.07], [-0.01, 0.28, 0.02], [0.31, -0.01, -0.52], [-0.31, 0.03, 0.14], [-0.23, -0.74, -0.55], [0.13, -0.14, 0.36], [0.48, -0.30, 0.32], [-0.47, 0.52, -0.06], [0.02, 0.17, -0.18], [0.01, -0.34, -0.08], [-0.07, 0.27, -0.51], [0.42, 0.55, 0.37], [-0.17, -0.36, -0.51], [0.18, -0.02, 0.05], [0.05, -0.06, 0.37]],
  "total_energy_ev": -36961.34230,
  "lumo_ev": 0.310,
  "smiles": "[H]/N=C(/Nc1ccc(Cl)cc1)c1cc2c(nc1OC)CCCC2"
}

{
  "formula": "C17H18F17NO7S",
  "method": "wB97M-V/def2-TZVPD",
  "species": ["C", "C", "N", "C", "C", "C", "C", "O", "F", "C", "O", "S", "O", "O", "O", "H", "H", "H", "H", "H", "H", "H", "H", "H", "H", "C", "C", "C", "F", "F", "F", "F", "O", "C", "C", "F", "F", "F", "F", "H", "H", "H", "H", "C", "C", "C", "F", "F", "F", "F", "O", "C", "C", "F", "F", "F", "F", "H", "H", "H", "H"],
  "positions_angstrom": [[-1.250, 5.982, 2.468], [-1.044, 4.788, 3.368], [-1.925, 4.374, 4.181], [0.267, 4.039, 3.342], [0.266, 2.902, 2.325], [1.686, 2.469, 1.882], [2.049, 1.090, 2.350], [2.093, 0.718, 3.472], [2.313, 0.234, 1.346], [-0.690, 1.768, 2.654], [-1.021, 1.224, 1.355], [-1.515, 2.513, 0.537], [-2.796, 2.871, 1.033], [-1.350, 2.399, -0.864], [-0.354, 3.448, 1.094], [-1.335, 6.896, 3.058], [-2.190, 5.860, 1.928], [-0.446, 6.115, 1.748], [-2.771, 4.939, 4.105], [0.378, 3.583, 4.330], [1.128, 4.690, 3.201], [1.745, 2.507, 0.798], [2.438, 3.138, 2.297], [-1.581, 2.191, 3.125], [-0.341, 0.995, 3.331], [-3.419, -0.035, -0.422], [-3.837, -0.704, 0.904], [-2.786, -1.435, 1.745], [-2.249, -2.473, 1.073], [-3.391, -1.925, 2.855], [-4.877, -1.533, 0.673], [-4.292, 0.302, 1.706], [-3.688, -0.777, -1.600], [-2.812, -1.686, -2.135], [-3.420, -3.093, -2.175], [-3.767, -3.499, -0.939], [-2.501, -3.954, -2.664], [-1.615, -1.685, -1.524], [-2.603, -1.320, -3.422], [-4.076, 0.829, -0.511], [-2.405, 0.389, -0.439], [-1.993, -0.758, 2.054], [-4.303, -3.100, -2.816], [3.427, -2.382, -1.580], [2.079, -2.622, -2.274], [1.644, -4.067, -2.519], [2.512, -4.706, -3.331], [0.434, -4.060, -3.118], [2.028, -1.917, -3.424], [1.136, -2.094, -1.437], [4.536, -2.055, -2.397], [5.326, -3.020, -2.960], [5.284, -2.972, -4.492], [4.024, -3.127, -4.940], [6.040, -3.980, -4.982], [5.042, -4.248, -2.492], [6.605, -2.745, -2.606], [3.261, -1.483, -0.994], [3.663, -3.170, -0.863], [1.563, -4.610, -1.573], [5.676, -2.017, -4.846]],
  "forces_ev_per_angstrom": [[0.04, -0.02, -0.11], [-0.26, 0.31, 0.20], [0.12, -0.05, -0.10], [0.01, -0.49, 0.61], [0.15, 0.60, -0.65], [0.04, -0.33, -0.14], [-0.06, -0.13, 0.38], [0.04, 0.01, -0.04], [0.06, 0.10, -0.13], [-0.47, 0.18, 0.73], [-0.04, 0.01, -0.23], [0.03, 0.50, 0.01], [0.12, 0.31, 0.24], [0.43, -0.49, 0.03], [-0.24, 0.07, 0.06], [0.06, -0.04, 0.09], [0.03, -0.01, -0.08], [-0.01, -0.04, -0.02], [-0.04, -0.06, 0.04], [0.10, -0.03, -0.03], [-0.10, 0.10, -0.26], [-0.01, 0.07, 0.01], [-0.04, 0.07, 0.01], [-0.07, -0.02, -0.16], [0.39, -0.15, -0.36], [0.22, 0.47, -0.34], [-0.14, -0.03, -0.28], [0.04, -0.06, 0.14], [-0.01, 0.03, -0.09], [-0.02, 0.00, -0.02], [0.02, 0.00, 0.03], [0.11, 0.05, 0.07], [-0.08, -0.49, 0.21], [0.06, 0.49, -0.01], [-0.11, -0.13, -0.11], [0.07, 0.00, 0.03], [0.00, 0.02, 0.00], [-0.15, 0.01, 0.13], [0.06, -0.07, -0.04], [-0.11, -0.05, 0.07], [-0.32, -0.77, 0.16], [0.02, 0.02, -0.05], [0.01, 0.03, -0.01], [0.13, 0.16, 0.54], [0.11, 0.36, -0.23], [-0.25, -0.11, 0.03], [0.04, 0.03, 0.02], [0.06, 0.02, 0.01], [-0.01, -0.10, 0.01], [0.07, -0.17, 0.07], [-0.26, -0.16, -0.45], [0.09, 0.07, 0.40], [0.02, 0.05, -0.18], [0.02, -0.04, 0.04], [0.01, 0.01, 0.03], [-0.03, 0.00, -0.08], [0.02, -0.04, -0.03], [0.01, 0.12, 0.02], [-0.05, -0.18, -0.19], [0.04, 0.00, 0.00], [0.01, 0.00, 0.03]],
  "total_energy_ev": -90775.39048,
  "lumo_ev": 0.125
}

{
  "formula": "C17H18FNO2S",
  "method": "wB97M-V/def2-TZVPD",
  "species": ["C", "O", "C", "C", "C", "C", "C", "O", "N", "C", "C", "C", "S", "C", "C", "C", "C", "C", "C", "C", "C", "F", "H", "H", "H", "H", "H", "H", "H", "H", "H", "H", "H", "H", "H", "H", "H", "H", "H", "H"],
  "positions_angstrom": [[-1.933, 5.050, -0.856], [-0.534, 4.932, -1.022], [0.081, 3.746, -0.822], [1.464, 3.742, -1.044], [2.219, 2.605, -0.879], [1.629, 1.414, -0.460], [2.485, 0.200, -0.314], [3.443, -0.013, -1.030], [2.122, -0.627, 0.697], [2.746, -1.912, 0.910], [1.729, -3.049, 0.778], [0.856, -3.175, 2.020], [-0.646, -4.164, 1.687], [-1.507, -2.981, 0.661], [-1.908, -1.763, 1.189], [-2.554, -0.845, 0.380], [-2.808, -1.147, -0.948], [-2.425, -2.373, -1.465], [-1.774, -3.293, -0.663], [0.259, 1.391, -0.245], [-0.494, 2.536, -0.428], [-1.832, 2.423, -0.205], [-2.238, 4.828, 0.170], [-2.477, 4.400, -1.545], [-2.161, 6.090, -1.083], [1.914, 4.670, -1.358], [3.281, 2.616, -1.071], [1.330, -0.387, 1.269], [3.221, -1.940, 1.897], [3.518, -2.001, 0.143], [1.102, -2.850, -0.095], [2.250, -3.991, 0.607], [0.530, -2.202, 2.387], [1.378, -3.696, 2.822], [-1.724, -1.538, 2.230], [-2.867, 0.105, 0.787], [-3.310, -0.425, -1.575], [-2.630, -2.614, -2.498], [-1.470, -4.252, -1.054], [-0.266, 0.487, 0.027]],
  "forces_ev_per_angstrom": [[-0.44, 0.11, 0.04], [0.25, -0.09, -0.02], [0.16, -0.19, 0.01], [-0.26, -0.04, 0.05], [0.00, -0.16, 0.04], [-0.16, 0.24, -0.19], [-0.16, 0.06, 0.18], [0.23, 0.06, -0.21], [-0.21, -0.15, 0.32], [0.07, -0.28, -0.22], [0.18, 0.18, 0.14], [-0.32, -0.30, -0.39], [0.00, 0.20, 0.10], [0.29, -0.42, 0.27], [-0.05, 0.09, -0.03], [-0.05, 0.07, 0.06], [-0.04, 0.04, -0.07], [-0.09, 0.03, -0.09], [0.00, 0.01, 0.02], [0.17, 0.14, -0.04], [-0.01, 0.03, 0.04], [0.08, 0.09, -0.05], [0.03, 0.02, -0.09], [0.05, 0.05, 0.06], [-0.01, -0.07, 0.02], [0.05, 0.12, -0.03], [0.10, 0.01, -0.04], [0.06, 0.13, -0.08], [0.06, 0.00, -0.09], [-0.03, 0.00, 0.18], [0.07, -0.04, 0.01], [-0.03, -0.04, -0.02], [0.04, 0.01, 0.11], [0.03, 0.08, 0.08], [0.00, -0.01, 0.09], [-0.02, 0.09, 0.02], [-0.04, 0.06, -0.07], [-0.02, -0.01, -0.09], [0.07, -0.06, -0.05], [-0.05, -0.08, 0.02]],
  "total_energy_ev": -37059.09877,
  "lumo_ev": 0.686,
  "smiles": "COc1ccc(C(=O)NCCCSc2ccccc2)cc1F"
}

{
  "formula": "C17H18N2O4S",
  "method": "wB97M-V/def2-TZVPD",
  "species": ["C", "C", "O", "C", "O", "C", "C", "C", "S", "C", "N", "C", "O", "C", "C", "C", "C", "C", "C", "O", "C", "C", "C", "N", "H", "H", "H", "H", "H", "H", "H", "H", "H", "H", "H", "H", "H", "H", "H", "H", "H", "H"],
  "positions_angstrom": [[1.398, -0.811, 7.867], [1.998, -1.817, 6.903], [2.689, -1.102, 5.876], [3.059, -1.798, 4.800], [2.882, -2.979, 4.671], [3.691, -0.886, 3.766], [2.585, -0.200, 3.022], [1.753, 0.754, 3.520], [0.588, 1.244, 2.342], [1.330, 0.099, 1.258], [0.859, -0.063, -0.015], [-0.219, 0.653, -0.483], [-0.773, 1.467, 0.235], [-0.600, 0.346, -1.858], [-1.650, 0.967, -2.423], [-2.169, 0.789, -3.757], [-3.311, 1.504, -4.143], [-3.846, 1.366, -5.400], [-3.257, 0.505, -6.332], [-3.860, 0.441, -7.544], [-3.318, -0.405, -8.531], [-2.119, -0.211, -5.963], [-1.591, -0.067, -4.697], [2.331, -0.561, 1.735], [0.879, -1.334, 8.665], [0.694, -0.168, 7.346], [2.182, -0.193, 8.297], [2.710, -2.479, 7.410], [1.225, -2.440, 6.439], [4.318, -0.152, 4.273], [4.272, -1.482, 3.065], [1.766, 1.183, 4.501], [1.331, -0.751, -0.584], [-0.009, -0.391, -2.380], [-2.173, 1.686, -1.803], [-3.777, 2.173, -3.435], [-4.726, 1.914, -5.698], [-3.960, -0.288, -9.402], [-3.328, -1.452, -8.212], [-2.296, -0.112, -8.793], [-1.639, -0.882, -6.658], [-0.708, -0.632, -4.439]],
  "forces_ev_per_angstrom": [[0.27, -0.13, -0.37], [-0.28, -0.33, 0.25], [-0.01, 0.43, 0.26], [0.35, -0.14, -0.31], [-0.01, -0.11, 0.02], [-0.16, -0.14, 0.14], [-0.24, 0.54, 0.37], [0.02, -0.10, -0.34], [0.59, -0.38, 0.33], [-0.31, 0.66, 0.83], [-0.14, -0.10, -0.47], [0.15, -0.07, 0.10], [-0.17, 0.02, -0.25], [-0.51, 0.22, -0.46], [0.57, -0.19, 0.63], [-0.18, -0.12, -0.60], [0.24, -0.17, 0.05], [-0.03, -0.12, -0.34], [-0.03, 0.14, 0.27], [-0.09, 0.20, 0.28], [0.11, -0.17, -0.18], [-0.08, -0.10, -0.35], [-0.14, 0.22, 0.26], [0.14, -0.42, -0.68], [-0.06, -0.04, 0.09], [-0.10, 0.07, 0.00], [0.04, 0.08, 0.10], [-0.11, 0.05, -0.11], [0.15, 0.07, 0.09], [0.05, -0.06, -0.03], [-0.01, 0.02, 0.12], [0.02, 0.09, 0.26], [-0.08, 0.08, 0.03], [0.03, -0.09, -0.14], [0.00, 0.04, 0.10], [-0.05, 0.08, 0.08], [-0.10, 0.07, -0.03], [0.08, -0.04, 0.05], [0.01, 0.05, 0.00], [-0.04, -0.02, 0.02], [0.02, -0.04, -0.07], [0.10, -0.07, 0.02]],
  "total_energy_ev": -39926.84119,
  "lumo_ev": -0.186,
  "smiles": "CCOC(=O)Cc1csc(NC(=O)/C=C/c2ccc(OC)cc2)n1"
}

{
  "formula": "C17H18N2O5S",
  "method": "wB97M-V/def2-TZVPD",
  "species": ["C", "O", "C", "C", "C", "C", "C", "C", "C", "C", "N", "O", "C", "C", "S", "O", "O", "N", "C", "C", "C", "C", "C", "C", "O", "H", "H", "H", "H", "H", "H", "H", "H", "H", "H", "H", "H", "H", "H", "H", "H", "H", "H"],
  "positions_angstrom": [[3.972, 3.124, 0.101], [2.792, 2.621, 0.691], [1.792, 2.208, -0.102], [1.822, 2.155, -1.498], [0.739, 1.667, -2.203], [-0.412, 1.221, -1.550], [-1.530, 0.688, -2.299], [-2.741, 0.173, -1.907], [-3.376, -0.184, -3.122], [-4.717, -0.791, -3.302], [-2.598, 0.100, -4.136], [-1.458, 0.637, -3.645], [-0.452, 1.294, -0.157], [0.628, 1.777, 0.541], [0.535, 1.817, 2.325], [-0.769, 1.330, 2.696], [0.930, 3.081, 2.860], [1.737, 0.720, 2.731], [1.583, -0.622, 2.223], [0.437, -1.432, 2.861], [0.108, -2.621, 2.028], [-0.535, -2.726, 0.829], [-0.516, -4.101, 0.486], [0.140, -4.727, 1.498], [0.524, -3.840, 2.433], [4.604, 3.426, 0.934], [4.485, 2.356, -0.486], [3.766, 3.993, -0.531], [2.693, 2.486, -2.040], [0.777, 1.621, -3.280], [-3.128, 0.063, -0.916], [-4.768, -1.745, -2.781], [-5.481, -0.136, -2.888], [-4.908, -0.946, -4.360], [-1.314, 0.982, 0.409], [1.943, 0.772, 3.718], [1.390, -0.521, 1.151], [2.534, -1.147, 2.349], [-0.435, -0.780, 2.936], [0.723, -1.761, 3.862], [-0.970, -1.926, 0.265], [-0.933, -4.552, -0.391], [0.386, -5.756, 1.667]],
  "forces_ev_per_angstrom": [[0.22, 0.07, -0.11], [-0.17, -0.02, -0.17], [0.08, 0.02, -0.21], [0.27, 0.13, 0.25], [-0.30, -0.12, 0.18], [0.49, 0.25, 0.04], [-1.19, -0.51, 0.15], [0.79, 0.33, -0.32], [0.55, 0.24, 0.02], [0.01, 0.00, -0.10], [-1.06, -0.51, -0.66], [0.71, 0.37, 0.78], [-0.08, -0.04, -0.33], [0.17, 0.04, 0.78], [0.30, -0.25, 0.42], [-0.02, -0.04, -0.36], [0.19, 0.07, -0.08], [-0.50, 0.82, -0.29], [-0.28, -0.49, -0.13], [0.15, -0.16, -0.15], [-0.39, 0.53, -0.45], [0.26, 0.16, 0.57], [0.26, -0.41, 0.31], [-0.38, -0.24, -0.76], [0.24, 0.06, 0.42], [-0.02, -0.01, -0.09], [-0.04, 0.03, 0.03], [-0.02, -0.04, 0.03], [0.10, 0.03, 0.00], [0.04, 0.01, -0.09], [-0.05, 0.00, 0.27], [-0.05, -0.05, -0.01], [-0.07, -0.01, -0.01], [-0.08, -0.04, -0.05], [-0.16, -0.08, 0.02], [0.02, 0.26, 0.21], [0.12, -0.23, 0.04], [-0.07, 0.08, -0.12], [0.08, -0.22, 0.07], [-0.05, 0.04, 0.06], [-0.10, 0.24, -0.10], [-0.06, -0.17, -0.15], [0.08, -0.11, 0.11]],
  "total_energy_ev": -41971.43949,
  "lumo_ev": 0.230,
  "smiles": "COc1ccc(-c2cc(C)no2)cc1S(=O)(=O)NCCc1ccco1"
}

{
  "formula": "C17H18N2O5S",
  "method": "wB97M-V/def2-TZVPD",
  "species": ["C", "C", "O", "C", "O", "C", "C", "C", "C", "N", "C", "O", "C", "C", "C", "C", "N", "S", "C", "O", "O", "C", "C", "C", "C", "H", "H", "H", "H", "H", "H", "H", "H", "H", "H", "H", "H", "H", "H", "H", "H", "H", "H"],
  "positions_angstrom": [[-4.480, 4.106, 5.779], [-3.332, 4.774, 5.036], [-2.823, 3.939, 3.999], [-1.934, 3.001, 4.358], [-1.540, 2.854, 5.491], [-1.484, 2.181, 3.212], [-1.970, 2.373, 1.921], [-1.524, 1.588, 0.877], [-0.578, 0.590, 1.110], [-0.078, -0.230, 0.103], [-0.429, -0.286, -1.220], [-1.301, 0.388, -1.728], [0.353, -1.284, -2.002], [1.684, -1.597, -1.738], [2.365, -2.509, -2.520], [1.720, -3.138, -3.584], [2.392, -4.063, -4.362], [4.051, -4.209, -4.514], [4.541, -2.621, -5.226], [4.651, -4.345, -3.226], [4.236, -5.240, -5.485], [0.389, -2.822, -3.858], [-0.279, -1.901, -3.081], [-0.091, 0.396, 2.406], [-0.540, 1.181, 3.443], [-4.123, 3.213, 6.285], [-5.267, 3.827, 5.082], [-4.885, 4.792, 6.518], [-2.520, 5.010, 5.733], [-3.665, 5.683, 4.531], [-2.701, 3.145, 1.739], [-1.902, 1.737, -0.120], [0.607, -0.905, 0.415], [2.219, -1.105, -0.937], [3.389, -2.763, -2.301], [1.883, -4.485, -5.121], [4.148, -1.829, -4.602], [5.623, -2.592, -5.241], [4.144, -2.569, -6.231], [-0.114, -3.305, -4.683], [-1.304, -1.641, -3.294], [0.642, -0.378, 2.590], [-0.171, 1.040, 4.447]],
  "forces_ev_per_angstrom": [[0.32, 0.01, -0.27], [-0.14, 0.21, 0.54], [0.00, -0.14, -0.31], [0.10, 0.03, 0.27], [-0.07, 0.03, -0.08], [0.05, -0.14, -0.22], [0.13, -0.04, 0.36], [-0.02, -0.06, -0.28], [-0.23, 0.37, 0.26], [0.34, -0.28, 0.09], [0.08, -0.05, 0.07], [-0.11, 0.02, -0.03], [0.13, -0.15, -0.24], [-0.28, 0.08, -0.11], [-0.02, -0.05, 0.01], [-0.09, 0.62, 0.62], [0.70, -0.50, -0.35], [-0.17, 0.36, -0.45], [-0.21, -0.78, 0.36], [-0.09, 0.25, 0.12], [-0.13, 0.05, -0.24], [0.17, -0.12, -0.04], [0.07, 0.08, 0.17], [-0.04, 0.00, -0.13], [-0.15, 0.17, 0.01], [-0.01, -0.04, 0.07], [-0.10, 0.00, -0.02], [-0.07, 0.06, 0.09], [-0.13, 0.04, -0.16], [0.09, -0.11, 0.06], [-0.05, 0.05, -0.04], [0.00, 0.00, 0.00], [-0.18, 0.08, -0.14], [0.05, 0.04, 0.07], [0.05, 0.05, 0.12], [0.08, -0.11, -0.15], [-0.07, 0.15, 0.13], [0.19, -0.05, 0.04], [-0.11, -0.01, -0.15], [-0.08, -0.04, -0.11], [-0.08, 0.03, -0.04], [0.07, -0.08, 0.03], [0.03, -0.02, 0.07]],
  "total_energy_ev": -41975.02168,
  "lumo_ev": 0.200,
  "smiles": "CCOC(=O)c1ccc(NC(=O)c2ccc(NS(C)(=O)=O)cc2)cc1"
}

| no. | HOMO-LUMO gap (eV) |
| --- | --- |
| 1 | 8.30 |
| 2 | 10.96 |
| 3 | 9.39 |
| 4 | 7.90 |
| 5 | 8.72 |
| 6 | 8.91 |